Record 1
The following is a quantum chemistry calculation of C22H54F3MgO10S6 as an isolated structure at a distorted geometry, from the OMol25 dataset.

Cartesian coordinates (Å):
Mg1 -8.8326 13.6508 23.1804
C1 -10.5567 13.1565 25.9162
O1 -10.3193 11.8319 26.5565
O2 -10.0669 13.0691 24.5933
C2 -12.0965 13.5646 26.2037
F1 -12.9780 12.6604 25.7334
F2 -12.3358 13.6853 27.5060
F3 -12.5461 14.7261 25.6428
C3 -9.8912 11.8759 27.9148
C4 -9.6287 10.4664 28.3548
H1 -9.2695 10.4584 29.3839
H2 -10.5661 9.9387 28.1792
H3 -8.8159 10.0302 27.7742
H4 -10.6234 12.2828 28.6122
H5 -9.0104 12.4224 28.2517
H6 -10.0040 13.9918 26.3462
C5 -14.0858 11.9471 29.4279
S1 -12.8110 11.8680 30.8458
O3 -12.6299 13.2450 31.3698
C6 -13.8577 10.9498 32.0147
H7 -14.7036 12.8322 29.5798
H8 -14.7599 11.1015 29.5648
H9 -13.5688 12.0733 28.4767
H10 -13.3549 10.7013 32.9493
H11 -14.3776 10.0565 31.6684
H12 -14.6795 11.5207 32.4469
C7 -7.2727 16.0130 25.8483
S2 -8.4207 16.7373 24.5504
O4 -8.8134 15.4685 23.8612
C8 -9.8455 17.0588 25.7022
H13 -6.8382 16.7770 26.4929
H14 -6.4267 15.6610 25.2579
H15 -7.6507 15.1450 26.3884
H16 -10.3906 16.1779 26.0416
H17 -10.6642 17.5563 25.1823
H18 -9.6611 17.7246 26.5453
C9 -14.5264 8.1091 24.4140
S3 -12.9675 7.8311 25.3985
O5 -11.9904 7.4046 24.3266
C10 -12.6283 9.6254 25.7568
H19 -14.8611 7.1994 23.9154
H20 -14.5123 8.9606 23.7337
H21 -15.3246 8.3684 25.1096
H22 -12.0493 9.8408 26.6548
H23 -13.5166 10.2502 25.6643
H24 -12.0509 9.8938 24.8721
C11 -4.7736 12.3438 24.5920
S4 -6.4734 12.6192 25.2212
O6 -7.1714 13.3844 24.0905
C12 -6.9913 10.7989 25.0770
H25 -4.2362 13.2406 24.2838
H26 -4.7469 11.6510 23.7509
H27 -4.1451 11.8204 25.3125
H28 -8.0710 10.7368 25.2135
H29 -6.4315 10.2182 25.8102
H30 -6.7495 10.4341 24.0787
C13 -6.8915 10.8997 20.3549
S5 -8.4404 10.8936 21.3260
O7 -8.4700 12.0618 22.2673
C14 -9.7481 11.1218 19.9642
H31 -6.8559 11.7935 19.7321
H32 -7.0583 10.0575 19.6833
H33 -6.2108 10.7781 21.1974
H34 -9.6377 10.3615 19.1910
H35 -9.4724 12.0898 19.5458
H36 -10.7755 11.3151 20.2730
C15 -11.1538 15.6765 19.9834
S6 -11.4553 14.6830 21.4487
O8 -10.0077 14.2151 21.8019
C16 -12.2218 15.9956 22.4552
H37 -10.6684 16.5970 20.3077
H38 -12.1231 16.0921 19.7080
H39 -10.6298 15.1526 19.1840
H40 -13.3043 16.0837 22.3630
H41 -11.7077 16.9366 22.2593
H42 -11.9377 15.9075 23.5039
C17 -4.5998 8.3828 29.1010
C18 -4.8392 9.7680 28.4898
O9 -4.0540 10.1814 27.6862
C19 -5.9253 10.5687 29.0678
H43 -5.4243 7.7419 28.7887
H44 -4.7083 8.3543 30.1852
H45 -3.7462 7.9349 28.5921
H46 -5.8466 10.8408 30.1203
H47 -6.8944 10.0794 28.9700
H48 -6.0945 11.4727 28.4828
C20 -8.6766 7.1533 26.2858
C21 -8.1052 6.1198 27.1854
O10 -7.6536 5.0845 26.7482
C22 -8.1039 6.3560 28.6605
H49 -8.6503 8.1139 26.8002
H50 -9.7261 6.9712 26.0546
H51 -8.0830 7.2760 25.3798
H52 -8.4252 7.3524 28.9641
H53 -7.1808 5.9794 29.1012
H54 -8.9138 5.7384 29.0485

Cartesian forces, eV/Å:
Mg -1.030 0.079 1.496
C 1.497 -0.456 -3.232
O 0.065 2.273 0.654
O -2.679 -0.142 3.066
C -0.057 -0.698 -2.394
F 0.251 -0.458 0.203
F 0.208 0.070 1.067
F 1.162 -0.098 0.245
C -0.026 -0.373 0.794
C -0.005 -0.134 -0.365
H -0.428 -0.144 0.198
H 0.301 -0.646 0.380
H -0.237 -0.115 -0.232
H -0.772 0.224 -0.205
H 0.527 0.745 -1.297
H 0.248 -0.173 1.125
C 0.441 0.518 0.173
S -3.054 -0.287 -0.359
O 0.372 -0.160 -0.032
C -0.297 -0.332 1.746
H 0.361 0.267 0.442
H 0.578 -0.323 -0.235
H -0.011 -0.498 0.137
H 0.805 -0.187 -0.368
H 0.747 -0.102 -0.790
H 0.013 1.046 -0.742
C 0.680 0.923 -0.848
S -0.228 -1.569 2.850
O -0.272 1.495 -0.579
C -0.841 0.482 -0.390
H -0.440 0.104 0.179
H -0.092 -0.048 -0.218
H -0.601 0.344 -0.131
H 0.896 -0.550 0.049
H 0.338 0.340 -0.665
H 0.684 -0.152 -0.053
C -0.445 0.368 1.082
S -0.355 0.262 -1.910
O -0.293 0.461 1.304
C -0.184 -0.269 -1.150
H 0.571 -0.046 0.008
H 0.713 -0.185 -0.191
H -0.031 -0.107 0.364
H -0.163 -0.351 -0.115
H -0.201 -0.274 0.445
H 0.376 0.082 0.118
C 0.437 -0.583 -0.075
S 0.121 -1.184 -1.663
O 1.883 -0.714 1.519
C 0.175 1.050 -0.185
H -0.537 0.300 0.255
H -0.619 0.179 -0.253
H -0.306 0.200 0.640
H 0.025 0.206 0.206
H -0.018 0.195 0.141
H 0.081 0.238 0.000
C -2.139 0.552 0.221
S -1.666 -1.301 -0.450
O 0.531 -0.974 -1.470
C 1.411 1.454 0.218
H 0.553 0.172 0.398
H 0.606 -0.332 0.291
H 0.623 0.011 -0.783
H -0.053 -0.156 0.350
H 0.241 0.037 -0.356
H 0.195 -0.798 0.696
C -0.673 1.058 0.665
S 1.155 -1.286 -0.583
O -2.679 1.545 -0.931
C 1.741 0.883 0.872
H 0.749 -0.280 -0.027
H -0.254 -0.535 -0.523
H -0.227 -0.050 0.294
H 0.193 -0.405 -0.358
H -0.300 0.229 -0.646
H -0.296 -0.929 0.092
C -1.136 0.033 -1.138
C 1.327 -1.712 1.925
O 0.085 0.778 -1.304
C -1.971 1.177 -0.430
H -0.391 -0.048 -0.179
H 0.741 0.143 0.003
H 0.353 0.160 0.809
H 0.473 -0.209 -0.023
H 0.054 -0.587 0.176
H 0.447 0.306 0.068
C -0.050 1.220 0.017
C 0.565 -0.959 -0.432
O -0.022 0.249 0.052
C -0.793 -0.177 0.503
H -0.077 0.144 -0.002
H 0.024 -0.242 -0.251
H -0.224 -0.404 -0.114
H 0.613 0.227 -0.040
H -0.071 0.297 0.073
H 0.011 -0.379 0.111

Output
Net charge ... +2
Multiplicity ... 2
HOMO (alpha / beta) ... -12.484 / -12.484 eV
HOMO-LUMO gap (alpha / beta) ... 7.2798 / 2.4522 eV

Löwdin population analysis, charges in e, atoms 1 to 2: Mg 0.43; C -0.30

Record 2
The following is a quantum chemistry calculation of a 5-piece molecular cluster, C22H55F3N2O10P2 overall at a distorted geometry, from the OMol25 dataset.

Cartesian coordinates (Å):
N1 1.4540 0.5754 0.4437
H1 0.6571 -0.0436 0.4859
H2 1.0980 1.5035 0.2646
H3 2.0297 0.1986 -0.2957
H4 1.8584 0.4780 1.3640
C1 1.6279 1.6785 6.4925
O1 0.2566 1.5610 6.1107
O2 2.3662 1.2753 5.4131
C2 1.9418 3.0353 7.2375
F1 1.5515 4.1325 6.5426
F2 1.4094 3.0511 8.4918
F3 3.2905 3.0965 7.4833
C3 -0.7777 1.5827 7.0935
C4 -2.1168 1.5392 6.3524
H5 -2.3851 2.5064 5.9275
H6 -2.1359 0.7698 5.5805
H7 -2.8236 1.2788 7.1403
H8 -0.8830 2.4689 7.7194
H9 -0.6954 0.6434 7.6404
H10 1.7336 0.8721 7.2182
C5 -1.4315 6.6916 1.3129
C6 -1.0222 5.3351 0.7278
N2 -0.2626 5.2473 -0.4386
C7 -1.0299 5.6091 -1.6415
C8 -2.0839 4.4877 -2.0397
C9 1.0139 6.0164 -0.3539
C10 2.0844 5.8148 -1.4478
H11 -1.8449 6.3992 2.2782
H12 -2.2191 7.1560 0.7195
H13 -0.6112 7.3751 1.5319
H14 -0.3527 4.9924 1.5168
H15 -1.7715 4.5448 0.6834
H16 -1.5185 6.5834 -1.6469
H17 -0.4048 5.7144 -2.5282
H18 -1.6738 3.4779 -2.0463
H19 -2.9545 4.3391 -1.4009
H20 -2.3496 4.5999 -3.0908
H21 1.5246 5.8486 0.5943
H22 0.6308 7.0367 -0.3692
H23 2.8629 5.1498 -1.0740
H24 2.5384 6.7814 -1.6661
H25 1.6887 5.4186 -2.3830
C11 4.3185 2.1227 -7.8473
C12 3.7235 0.9117 -6.9971
O3 4.7782 0.2702 -6.3217
P1 4.5990 -1.0861 -5.4415
O4 3.9516 -0.8627 -4.1339
O5 3.9489 -2.2186 -6.3999
C13 2.5420 -2.4729 -6.3523
C14 2.2399 -3.6112 -5.3933
O6 6.1195 -1.6724 -5.2638
C15 6.4552 -2.4198 -4.1284
C16 6.7656 -1.4301 -2.9525
H26 3.5439 2.4058 -8.5601
H27 4.6178 2.9485 -7.2019
H28 5.1678 1.8530 -8.4750
H29 2.9008 1.2160 -6.3501
H30 3.2348 0.1720 -7.6312
H31 1.9967 -1.5766 -6.0567
H32 2.1728 -2.7467 -7.3406
H33 2.7816 -4.5055 -5.7014
H34 2.5107 -3.2536 -4.3999
H35 1.1817 -3.8723 -5.4058
H36 5.7228 -3.1969 -3.9098
H37 7.3934 -2.9400 -4.3216
H38 7.4241 -1.9731 -2.2745
H39 7.3587 -0.5789 -3.2869
H40 5.8956 -1.0652 -2.4064
C17 -6.3330 -1.9106 1.4240
C18 -5.1733 -2.6607 0.7782
O7 -5.1239 -4.0000 1.1883
P2 -3.6484 -4.6071 1.5090
O8 -2.4930 -3.7429 1.1348
O9 -3.7152 -5.0091 3.0791
C19 -2.5040 -5.0297 3.8432
C20 -2.8327 -5.3794 5.3137
O10 -3.6340 -6.0744 0.8233
C21 -4.7208 -6.9469 1.2123
C22 -5.2438 -7.6912 0.0248
H41 -6.1755 -1.7710 2.4935
H42 -6.6398 -1.0206 0.8745
H43 -7.2274 -2.5309 1.3653
H44 -5.2191 -2.5723 -0.3073
H45 -4.2631 -2.0862 0.9504
H46 -1.8822 -5.8480 3.4802
H47 -1.8860 -4.1374 3.7425
H48 -3.3427 -6.3424 5.2858
H49 -1.9425 -5.4763 5.9351
H50 -3.4989 -4.6307 5.7422
H51 -4.4082 -7.6931 1.9428
H52 -5.5712 -6.4557 1.6853
H53 -5.5007 -6.9886 -0.7679
H54 -4.5048 -8.3605 -0.4156
H55 -6.1310 -8.2739 0.2726

Cartesian forces, eV/Å:
N -0.862 -0.880 0.135
H -0.747 -0.318 -0.040
H 0.193 0.663 -0.075
H 0.669 0.256 -0.280
H 0.770 0.410 0.654
C 1.210 -2.619 -2.013
O -1.510 1.693 0.095
O -0.557 1.988 1.302
C 1.012 -1.331 -0.629
F 0.295 -0.328 0.827
F -0.434 0.502 -0.529
F -0.830 0.486 -0.552
C -0.235 -0.543 -1.679
C 0.247 -0.225 0.496
H 0.058 -0.035 -0.059
H 0.043 0.009 0.004
H -0.511 0.035 -0.216
H 0.832 -0.025 0.349
H 0.068 0.150 0.734
H 0.248 0.149 1.373
C -1.107 -0.624 -0.173
C 0.835 -0.338 2.416
N 1.772 -0.115 -2.939
C -0.755 -1.682 -0.700
C 0.840 0.081 0.040
C -0.934 0.397 -0.498
C -0.553 -0.053 0.288
H -0.267 0.389 0.096
H 0.080 0.376 0.121
H 0.028 -0.123 -0.351
H 0.143 -0.535 0.189
H -0.688 0.562 0.113
H -0.319 0.268 0.722
H 0.509 -0.337 0.255
H 0.789 0.050 0.233
H -0.163 0.765 -0.067
H -0.503 0.441 0.130
H -0.493 -0.086 0.239
H 0.751 0.614 0.078
H 0.008 -0.063 -0.187
H 0.098 -0.081 -0.019
H -0.022 -0.032 0.058
C -0.894 -1.353 0.639
C 0.009 0.794 -1.676
O 0.979 -1.831 1.406
P 1.433 -0.316 0.261
O -0.429 -0.157 -0.703
O 0.463 1.061 0.362
C -0.954 -0.380 0.151
C 0.079 0.391 -0.083
O -2.057 1.479 -2.248
C 0.802 0.948 1.864
C 0.070 -1.169 -0.055
H -0.130 0.386 0.232
H -0.202 -0.034 -0.060
H 0.070 -0.423 0.341
H 0.380 0.449 0.515
H 0.203 0.017 -0.574
H 0.045 0.105 0.099
H 0.496 0.159 -0.246
H 0.195 0.068 0.260
H 0.083 -0.466 0.131
H -0.076 0.183 -0.012
H -0.250 0.228 0.208
H -0.063 0.071 -0.479
H -0.121 0.006 0.342
H -0.166 -0.058 -0.360
H -0.020 -0.138 -0.237
C -0.671 -1.180 -0.054
C -0.191 2.568 -0.775
O 1.622 -1.301 0.677
P 0.883 -0.311 0.365
O -1.448 -1.073 0.249
O -0.382 1.070 -0.904
C 0.902 -0.937 1.088
C -0.418 0.266 -1.023
O -0.695 1.154 0.535
C -0.537 -0.936 0.260
C 0.115 0.065 -1.072
H 0.155 0.452 -0.132
H 0.588 0.272 0.251
H -0.079 -0.269 -0.033
H -0.503 -0.566 -0.220
H 0.308 -0.479 0.620
H 0.063 -0.084 -0.280
H -0.521 0.304 -0.103
H -0.084 0.015 0.253
H 0.066 0.121 -0.220
H 0.033 -0.045 0.075
H 0.627 0.279 0.169
H 0.286 0.657 -0.047
H -0.210 0.059 0.000
H 0.100 -0.074 0.179
H 0.035 0.039 0.127

Output
Energy relative to the best compared isomer or geometry (same formula, charge and spin) ... 366.0 kJ/mol
Multiplicity ... 1
HOMO ... -5.428 eV
HOMO-LUMO gap ... 3.8298 eV

Löwdin population analysis, charges in e, atoms 1 to 2: N 0.36; H 0.15

> Among the records above, which one has the lowest multiplicity?

C22H55F3N2O10P2